# C8H6I2O

A molecular structure, C8H6I2O (ωB97M-V/def2-TZVPD, the Open Molecules 2025 dataset).

Structure (XYZ):
```
17
Properties=species:S:1:pos:R:3:forces:R:3:mulliken_charge:R:1
C 1.23940 0.41834 0.14577 1.80 -2.79 -0.05 -0.479
C 0.41146 0.91752 1.07398 -2.31 2.21 -0.24 -0.629
C 0.74406 -0.38129 -0.85621 1.19 -0.23 -1.40 -0.285
C -0.94046 0.92913 0.77545 -0.95 -1.69 -1.87 -0.197
C -0.59664 -0.47496 -1.19208 2.29 0.21 0.27 -0.273
C -1.46054 0.26251 -0.44847 0.95 1.98 3.99 0.294
C -2.19826 -2.42694 1.18247 -0.89 0.64 0.38 0.053
C -2.79269 0.38720 -0.92594 -1.85 0.29 -1.02 -0.480
O -1.79230 -1.60363 1.93328 -0.24 -1.86 -1.05 -0.305
I -4.10518 1.76227 0.08449 0.18 -0.03 0.11 0.026
I -3.65067 -1.76782 -0.41394 0.19 -0.66 0.47 0.196
H 2.28072 0.18260 0.37178 0.09 1.04 -0.12 0.302
H 0.75408 1.60381 1.79751 0.46 0.10 1.38 0.398
H 1.56989 -0.81828 -1.43099 -0.86 -0.39 -0.21 0.307
H -1.67907 1.27268 1.48133 0.01 0.47 -0.08 0.219
H -0.88248 -1.07999 -2.00241 -0.59 -0.49 -1.00 0.461
H -2.12909 -3.55434 1.08045 0.54 1.20 0.44 0.391
```
Forces are in eV/Å.

Computed properties:
orbital gap = 6.36 eV
LUMO = -0.9 eV
net charge = 0
HOMO level = -7.2704 eV